Record 1
Here is 2 unconnected molecules or ions with the total composition C2FN3 from the OMol25 dataset. Energies are from the ωB97M-V functional and the def2-TZVPD basis.

Geometry as XYZ:
```
6
Properties=species:S:1:pos:R:3:forces:R:3
F -3.1362 -0.5994 0.0091 0.3156 0.8783 0.2960
N 3.1302 -0.0292 0.1478 -0.6651 0.3273 -0.2566
N -1.2876 0.9505 0.0116 -0.2319 0.8694 0.2979
N 0.7884 -0.5901 -0.1657 -0.1129 -0.1077 -0.2377
C -2.2404 0.3173 0.0812 -0.3676 -1.4604 -0.5582
C 1.9260 -0.1863 -0.0568 1.0618 -0.5068 0.4585
```
Positions in Å, forces in eV/Å.

Lowest unoccupied orbital energy (alpha / beta) in eV: -2.97 / -2.98
Largest force on an atom in hartree/bohr: 0.031
E in eV: -9255.977
2S+1: 1
Gap between HOMO and LUMO (alpha / beta) in eV: 8.23 / 8.13
Energy above the lowest of the compared OMol25 structures with the same formula, charge and spin in kJ/mol: 248.18

Need the Mulliken charges? In units of e they are:
1 F -0.160
2 N -0.304
3 N -0.293
4 N -0.274
5 C 0.468
6 C 0.563



Record 2
Here is a molecular structure, C2H10AlAsBBeCsF10N6O7 from the OMol25 dataset. Energies are from the ωB97M-V functional and the def2-TZVPD basis.

Geometry as XYZ:
```
40
Properties=species:S:1:pos:R:3:forces:R:3
Cs 2.5360 -4.1225 6.2212 -1.6837 -1.6138 1.8371
As -0.4564 0.8147 -4.1111 -1.1282 3.0580 0.0099
Al 4.1511 -1.7439 -5.8657 0.8283 -0.2418 -0.2511
F 5.1327 -0.9041 -4.8351 0.0235 0.2685 0.3979
F -0.5716 -1.0330 -3.9260 1.7628 -2.3536 0.3978
F 0.7998 0.2946 -5.1898 0.0599 -0.4412 0.4294
F -0.1954 2.4654 -4.2787 0.2228 0.0690 0.0542
F 0.7354 0.6695 -2.8477 0.3377 -1.0400 -0.1537
F -1.6808 0.9418 -2.9261 0.0677 -0.2921 -0.1779
F 2.5730 -1.0200 -5.7376 -1.3756 -0.8745 1.7441
F -1.6074 0.7767 -5.3446 -0.0196 -0.5401 -0.1304
F 3.8948 -3.3043 -5.3368 -0.4675 -0.2822 0.3395
F 4.6304 -1.6607 -7.4390 -0.0627 0.0658 -0.4618
O 3.3387 -1.4503 6.0183 0.0076 -0.2765 -0.0893
O -4.2765 1.7326 2.9950 -0.2874 -0.3760 0.0758
O -0.3708 -1.7582 0.6572 -0.2474 0.2600 -0.1082
O -6.4137 1.9696 2.4714 0.1865 -0.3252 -0.1426
O 1.6980 1.6685 2.4653 -1.0659 0.5389 -0.6329
O 3.9859 -3.0409 4.6875 1.2925 1.1070 -1.2469
O 3.3462 -1.1477 3.8832 -0.0412 0.2426 -0.2811
N 0.5154 -0.8713 2.8112 -0.3058 -1.1956 0.1760
N 3.5553 -1.8507 4.8495 0.4893 0.5508 -0.2656
N -2.4530 1.0740 1.8249 -0.2185 0.0749 -0.5201
N -0.2686 0.6942 1.0940 -1.7654 -0.0454 0.0189
N -5.7279 1.3748 3.1747 0.1411 0.5299 0.2173
N -1.8907 1.7463 -0.3110 -0.5610 0.6504 0.4604
C -3.8313 1.5220 1.6696 -0.1124 -0.0667 0.3993
C -1.5237 1.1615 0.8962 1.1148 -0.3967 -0.3027
B -0.0335 -0.7108 1.5248 0.0831 0.7368 -0.1885
Be 1.0402 -1.3669 -4.0196 -0.2003 2.5347 -2.3663
H -2.2313 0.6740 2.7293 0.1320 -0.0199 -0.1018
H -1.1285 2.3040 -0.6791 0.2066 -0.4322 -0.1186
H -1.3182 -1.9234 0.7007 0.1131 -0.2761 -0.1350
H 1.5340 -0.8340 2.8241 -0.0414 -0.0992 0.5718
H -4.4067 0.7046 1.2304 -0.1661 0.1264 -0.2355
H 0.1317 -0.1505 3.4063 1.0236 0.4403 0.0716
H 0.3584 1.3295 1.6887 1.6888 0.0491 0.7498
H -2.1859 1.0629 -0.9962 -0.1133 0.1036 0.0212
H -3.8839 2.4191 1.0616 0.1705 -0.0214 -0.1501
H 2.4988 1.4925 2.9592 -0.0892 -0.1968 0.0884
```
Positions in Å, forces in eV/Å.

Lowest unoccupied orbital energy in eV: -4.68
Largest force on an atom in hartree/bohr: 0.068
E in eV: -121747.644
2S+1: 1
Gap between HOMO and LUMO in eV: 2.08

Need the Mulliken charges? In units of e they are:
1 Cs 0.926
2 As 2.186
3 Al 0.453
4 F -0.332
5 F -0.403
6 F -0.415
7 F -0.412
8 F -0.417
9 F -0.504
10 F -0.203
11 F -0.425
12 F -0.366
13 F -0.315
14 O -0.676
15 O -0.270
16 O -0.571
17 O -0.199
18 O -1.001
19 O -0.861
20 O -0.612
21 N -0.337
22 N 1.186
23 N -0.007
24 N -0.119
25 N 0.275
26 N -0.500
27 C -0.511
28 C 0.153
29 B 0.339
30 Be 1.072
31 H 0.321
32 H 0.298
33 H 0.270
34 H 0.233
35 H 0.358
36 H 0.267
37 H 0.305
38 H 0.294
39 H 0.333
40 H 0.184